ORCA calculation (ωB97M-V/def2-TZVPD) on C30H37ClCrF3IN5O7SSi2 as an isolated structure in a non-equilibrium geometry.

Positions of all 88 atoms, in Å:
Cr: 0.19 0.55 -0.40
C: 3.88 0.75 3.05
Si: 2.46 0.03 1.99
C: 1.52 -0.96 3.32
C: 3.46 -1.02 0.77
N: 1.35 1.10 1.20
C: 1.24 2.46 1.43
C: 1.82 3.14 2.51
C: 1.65 4.50 2.72
C: 0.85 5.23 1.85
C: 0.24 4.57 0.79
C: 0.41 3.21 0.54
N: -0.17 2.51 -0.50
Si: -1.16 3.38 -1.63
C: -0.38 4.97 -2.36
C: -1.74 2.46 -3.18
C: -2.80 3.84 -0.75
H: 4.54 -0.07 3.35
H: 3.53 1.22 3.97
H: 4.48 1.48 2.50
H: 2.16 -1.71 3.79
H: 0.64 -1.45 2.92
H: 1.18 -0.28 4.11
H: 4.22 -1.62 1.28
H: 3.96 -0.33 0.09
H: 2.84 -1.68 0.17
H: 2.43 2.59 3.22
H: 2.13 4.99 3.56
H: 0.70 6.29 2.00
H: -0.39 5.16 0.13
H: 0.70 4.79 -2.46
H: -0.52 5.86 -1.74
H: -0.78 5.18 -3.35
H: -0.95 1.81 -3.56
H: -2.01 3.18 -3.95
H: -2.61 1.84 -2.97
H: -2.68 4.58 0.05
H: -3.23 2.94 -0.30
H: -3.53 4.24 -1.47
Cl: -6.44 -1.07 0.26
C: -4.84 -0.76 -0.38
C: -4.58 -1.05 -1.69
C: -3.31 -0.80 -2.23
I: -2.89 -1.24 -4.23
C: -2.27 -0.26 -1.47
O: -1.10 0.02 -1.90
C: -2.56 -0.04 -0.08
N: -1.48 0.38 0.63
C: -1.65 0.63 1.91
C: -2.89 0.49 2.55
C: -3.98 0.05 1.85
C: -3.83 -0.25 0.48
H: -5.35 -1.47 -2.32
H: -0.77 0.95 2.45
H: -2.97 0.73 3.60
H: -4.95 -0.07 2.33
C: -2.14 -4.12 -1.39
C: -1.54 -4.68 -0.10
C: -0.13 -4.13 0.20
C: 0.37 -4.73 1.53
C: 1.85 -4.46 1.81
C: 0.79 -4.60 -0.91
O: 1.07 -5.77 -1.09
N: 1.24 -3.61 -1.72
C: 0.92 -2.22 -1.66
O: 1.21 -1.58 -2.65
N: 0.35 -1.75 -0.52
C: -0.24 -2.60 0.36
O: -0.95 -2.21 1.28
H: -3.10 -4.59 -1.59
H: -1.49 -4.32 -2.24
H: -2.29 -3.04 -1.32
H: -1.47 -5.77 -0.16
H: -2.18 -4.42 0.75
H: 0.20 -5.81 1.51
H: -0.23 -4.30 2.33
H: 2.48 -4.98 1.09
H: 2.12 -4.80 2.81
H: 2.05 -3.39 1.75
H: 1.78 -3.88 -2.53
F: 3.95 -0.36 -3.29
C: 3.44 0.87 -3.49
F: 2.42 0.75 -4.35
F: 4.39 1.60 -4.10
S: 2.90 1.65 -1.89
O: 4.13 1.69 -1.13
O: 2.38 2.92 -2.31
O: 1.95 0.63 -1.44

Output
Charge: -2
Energy relative to the best compared isomer or geometry (same formula, charge and spin) (kJ/mol): 0.0
HOMO-LUMO gap (spin up / spin down) (eV): 5.1 / 5.3
Calculated total energy (Eh): -5045.42255
Multiplicity: 4
LUMO (spin up / spin down) (eV): 3.759 / 3.759